Molecular formula: H27O13
Method: DFT, ωB97M-V/def2-TZVPD

Atoms and positions in Å:
1 O 1.551 0.957 2.262
2 H 1.811 0.824 3.172
3 H 1.155 1.832 2.154
4 O 2.622 2.887 -0.468
5 H 2.918 3.117 0.407
6 H -0.137 -1.334 -1.709
7 O 0.320 3.548 1.709
8 H -2.009 1.854 2.147
9 O 1.755 -3.002 -1.782
10 H 0.960 -3.188 -0.267
11 H 2.645 -2.917 -1.393
12 O 2.274 0.456 -1.289
13 H 2.574 0.755 -0.421
14 H 1.698 1.203 -1.480
15 O -2.547 -1.944 1.997
16 H -2.835 -2.819 2.287
17 H -3.345 -1.434 1.834
18 O 0.409 4.859 -1.762
19 H 0.990 4.261 -2.220
20 H -0.475 4.491 -1.697
21 O -2.126 0.903 2.148
22 H -1.237 0.521 2.241
23 H 0.503 -0.827 2.471
24 O 0.072 -3.041 0.180
25 H 0.271 -2.134 0.590
26 H -0.788 -2.892 -0.358
27 O -2.084 -0.805 -3.038
28 H -2.689 -0.921 -3.781
29 H -1.990 -1.718 -2.725
30 O 0.100 -0.812 -0.931
31 H 2.021 -3.574 -2.516
32 H 1.078 -0.731 -1.141
33 O -2.075 -2.823 -1.173
34 H -2.939 -3.099 -0.828
35 H -2.095 -1.902 -0.831
36 O -0.225 -1.093 1.914
37 H -0.856 -1.702 2.365
38 H 1.869 3.469 -0.641
39 H 1.054 4.004 2.145
40 H -0.358 4.232 1.767

Largest force on an atom ... 0.041 hartree/bohr
LUMO energy ... -2.72 eV
Energy above the lowest of the compared OMol25 structures with the same formula, charge and spin ... 43.4 kcal/mol
Total charge ... +1
E_tot ... -994.0395 Ha
Kohn-Sham gap ... 10.72 eV

Per-atom Löwdin charges, elementary charge units: -0.036 0.055 0.005 -0.037 0.043 0.020 -0.046 0.023 -0.022 0.116 0.094 -0.054 0.042 0.048 -0.037 0.078 0.072 -0.035 0.024 0.047 -0.059 -0.002 0.042 0.127 0.101 0.067 -0.054 0.054 -0.004 -0.094 0.094 0.027 -0.014 0.114 0.083 -0.088 0.056 0.018 0.064 0.068

***

Molecular formula: C6H9N2O
Method: DFT, ωB97M-V/def2-TZVPD

Atoms and positions in Å:
1 C 1.834 0.827 0.699
2 C 1.111 1.538 -0.281
3 C 1.439 -0.493 1.057
4 C -0.389 -0.279 -0.375
5 C -0.679 1.299 -1.993
6 C -0.408 -1.965 1.223
7 N 0.075 0.836 -0.881
8 N 0.187 -0.913 0.702
9 O -2.704 -1.224 0.287
10 H 2.724 1.202 1.261
11 H 1.353 2.540 -0.637
12 H 1.852 -1.028 1.912
13 H -0.680 2.448 -1.739
14 H -0.273 1.033 -3.031
15 H -1.795 0.904 -1.859
16 H -2.440 -1.952 0.609
17 H -0.635 -1.839 2.285
18 H -0.572 -2.935 0.761

Largest force on an atom ... 0.204 hartree/bohr
LUMO energy (alpha / beta) ... -6.65 / -6.50 eV
Energy above the lowest of the compared OMol25 structures with the same formula, charge and spin ... 209.2 kcal/mol
Total charge ... +1
E_tot ... -418.1800 Ha
Kohn-Sham gap (alpha / beta) ... 5.79 / 6.35 eV

Per-atom Löwdin charges, elementary charge units: 0.031 0.055 0.051 0.080 -0.017 0.110 -0.137 -0.130 0.017 0.145 0.149 0.153 0.139 0.134 0.153 -0.191 0.130 0.131

***

Molecular formula: C2H2Cl2Si
Method: DFT, ωB97M-V/def2-TZVPD

Atoms and positions in Å:
1 C -0.345 0.573 0.289
2 C -1.462 0.441 -0.147
3 Si -3.155 -0.224 -0.499
4 Cl 0.070 -2.714 -0.500
5 Cl -4.216 1.323 0.442
6 H 0.415 0.656 0.919
7 H 0.423 -3.915 -1.103

Largest force on an atom ... 0.073 hartree/bohr
LUMO energy ... -1.02 eV
Energy above the lowest of the compared OMol25 structures with the same formula, charge and spin ... 65.3 kcal/mol
E_tot ... -1287.2173 Ha
Kohn-Sham gap ... 8.39 eV

Per-atom Löwdin charges, elementary charge units: 0.007 -0.446 0.326 0.191 0.087 -0.015 -0.150

***

Molecular formula: C35H57Br2F3N7O4
Method: DFT, ωB97M-V/def2-TZVPD

Atoms and positions in Å:
1 C 1.321 -1.253 4.809
2 C 0.201 -1.862 3.940
3 C -0.281 -0.919 2.831
4 C -1.626 -1.342 2.184
5 C 0.769 -0.481 1.809
6 O 0.253 0.683 1.241
7 C 1.121 1.296 0.311
8 C 2.304 1.904 1.128
9 C 0.371 2.528 -0.264
10 C -1.164 2.498 -0.089
11 C -1.866 3.341 -1.173
12 C -3.405 3.345 -0.928
13 C -4.268 2.651 -2.008
14 C -5.191 1.553 -1.430
15 O -4.924 0.322 -2.114
16 C -5.329 -0.758 -1.280
17 N 1.735 0.404 -0.707
18 C 1.058 0.197 -1.991
19 C -0.397 -0.347 -2.026
20 C -0.531 -1.163 -3.312
21 F 0.241 -2.260 -3.309
22 Br -2.381 -1.805 -3.491
23 C -0.213 -0.306 -4.607
24 F -0.471 0.971 -4.429
25 F -0.998 -0.695 -5.597
26 Br 1.588 -0.615 -5.298
27 C 2.077 -0.805 -0.059
28 N 3.299 -1.206 -0.148
29 C 4.386 -0.567 -0.921
30 C 5.320 0.303 -0.060
31 O 5.222 1.680 -0.327
32 C 6.759 -0.101 -0.428
33 N 7.088 -1.404 0.198
34 N 1.111 -1.430 0.681
35 C 1.445 -2.815 1.071
36 C 0.328 -3.861 1.081
37 C -0.542 -3.891 -0.179
38 N -1.910 -3.513 -0.168
39 O -0.033 -4.299 -1.160
40 H 1.451 -1.780 5.751
41 H 1.115 -0.199 5.018
42 H 2.263 -1.285 4.250
43 H 0.524 -2.848 3.604
44 H -0.651 -2.033 4.606
45 H -0.534 0.009 3.351
46 H -1.541 -1.186 1.110
47 H -2.421 -0.679 2.527
48 H -1.929 -2.349 2.458
49 H 1.699 -0.316 2.376
50 H 1.827 2.444 1.950
51 H 2.837 2.651 0.549
52 H 2.950 1.149 1.580
53 H 0.685 2.762 -1.283
54 H 0.687 3.386 0.330
55 H -1.442 2.949 0.864
56 H -1.610 1.505 -0.153
57 H -1.501 4.370 -1.196
58 H -1.696 2.872 -2.149
59 H -3.742 4.380 -0.847
60 H -3.608 2.861 0.033
61 H -4.954 3.391 -2.429
62 H -3.706 2.225 -2.840
63 H -6.251 1.784 -1.591
64 H -5.010 1.385 -0.360
65 H -4.694 -0.848 -0.386
66 H -5.312 -1.680 -1.855
67 H -6.343 -0.532 -0.927
68 H 1.079 1.097 -2.600
69 H 1.666 -0.522 -2.550
70 H -0.701 -0.906 -1.148
71 H -1.058 0.505 -2.190
72 H 3.581 -2.046 0.349
73 H 4.990 -1.412 -1.258
74 H 4.027 -0.078 -1.822
75 H 5.222 0.064 1.005
76 H 4.475 1.870 -0.907
77 H 7.424 0.672 -0.038
78 H 6.904 -0.100 -1.513
79 H 7.986 -1.264 0.654
80 H 7.317 -2.042 -0.561
81 H 1.970 -2.777 2.037
82 H 2.181 -3.221 0.372
83 H -0.309 -3.844 1.965
84 H 0.835 -4.827 1.096
85 H -2.506 -4.246 -0.532
86 H -2.083 -2.620 -0.609
87 N -7.127 6.852 -0.956
88 C -7.762 7.629 -1.832
89 C -8.582 7.144 -2.841
90 C -8.748 5.774 -2.948
91 C -8.095 4.948 -2.047
92 C -7.302 5.537 -1.074
93 H -7.600 8.695 -1.712
94 H -9.075 7.823 -3.523
95 H -9.379 5.354 -3.722
96 H -8.199 3.872 -2.097
97 H -6.773 4.931 -0.344
98 N 4.542 -4.918 3.972
99 C 4.737 -3.890 3.150
100 C 5.828 -3.771 2.302
101 C 6.777 -4.780 2.314
102 C 6.596 -5.858 3.164
103 C 5.464 -5.879 3.968
104 H 3.968 -3.121 3.179
105 H 5.932 -2.911 1.653
106 H 7.646 -4.728 1.669
107 H 7.313 -6.666 3.204
108 H 5.279 -6.704 4.646

Largest force on an atom ... 0.056 hartree/bohr
LUMO energy ... -3.02 eV
Total charge ... +1
E_tot ... -7499.4122 Ha
Kohn-Sham gap ... 8.04 eV

These are the Löwdin partial charges, in e, on atoms 1 to 99: -0.082 -0.213 -0.275 -0.029 -0.245 -0.014 -0.437 0.019 -0.081 -0.184 -0.186 -0.179 -0.141 -0.221 -0.230 -0.128 0.038 -0.132 -0.130 -0.792 -0.029 0.907 -0.942 0.088 -0.009 0.867 -0.255 0.197 -0.053 -0.368 -0.016 -0.218 0.009 0.091 -0.119 -0.068 -0.496 0.122 0.129 0.081 0.083 0.055 0.089 0.123 0.147 0.052 0.088 0.074 0.147 0.107 0.091 0.076 0.123 0.119 0.123 0.104 0.114 0.096 0.106 0.096 0.099 0.110 0.117 0.108 0.080 0.075 0.090 0.118 0.079 0.094 0.103 0.151 0.127 0.137 0.144 0.088 0.125 0.127 0.084 0.079 0.112 0.125 0.096 0.135 0.100 0.034 0.053 -0.153 -0.070 -0.080 -0.081 -0.169 0.104 0.103 0.107 0.094 0.097 0.057 -0.175

***

Molecular formula: C13H15CuINO5PS
Method: DFT, ωB97M-V/def2-TZVPD

Atoms and positions in Å:
1 C -3.281 1.870 1.244
2 O -2.675 0.894 2.053
3 C -1.570 1.426 2.744
4 C -0.931 0.362 3.608
5 C -0.650 -0.958 2.863
6 C 0.852 -1.251 2.564
7 C 1.201 -0.826 1.171
8 C 1.419 0.538 0.945
9 C 1.695 1.050 -0.321
10 C 1.739 0.144 -1.367
11 C 1.555 -1.214 -1.164
12 C 1.292 -1.736 0.095
13 I 0.983 -3.781 0.328
14 C 1.675 -1.866 -2.501
15 O 1.987 -2.935 -2.834
16 N 1.443 -0.749 -3.474
17 P -0.104 -0.677 -4.126
18 O -0.094 -1.939 -5.061
19 O -0.118 0.665 -4.961
20 S -1.548 -0.727 -2.839
21 C 1.949 0.364 -2.805
22 O 2.534 1.314 -3.309
23 H -4.165 1.459 0.773
24 H -3.576 2.751 1.818
25 H -2.593 2.197 0.456
26 H -1.894 2.259 3.377
27 H -0.865 1.851 2.018
28 H 0.013 0.759 3.974
29 H -1.591 0.149 4.441
30 H -0.989 -1.773 3.494
31 H -1.207 -1.019 1.932
32 H 1.471 -0.711 3.276
33 H 1.030 -2.307 2.717
34 H 1.362 1.224 1.773
35 H 1.817 2.113 -0.499
36 H -0.976 -2.069 -5.439
37 H -1.038 0.974 -4.918
38 Cu 3.853 2.174 -2.047

Largest force on an atom ... 0.038 hartree/bohr
LUMO energy ... -5.48 eV
Energy above the lowest of the compared OMol25 structures with the same formula, charge and spin ... 0.0 kcal/mol
Total charge ... +1
E_tot ... -3612.8500 Ha
Kohn-Sham gap ... 6.59 eV

Per-atom Löwdin charges, elementary charge units: -0.107 -0.181 -0.258 -0.151 -0.151 -0.175 -0.226 0.013 0.006 -0.140 -0.162 -0.542 1.083 -0.389 0.198 -0.020 0.137 -0.135 -0.148 0.357 -0.372 0.071 0.090 0.091 0.085 0.127 0.105 0.109 0.118 0.113 0.114 0.119 0.051 0.122 0.116 0.099 0.079 0.756

***

Molecular formula: C5H7N3
Method: DFT, ωB97M-V/def2-TZVPD

Atoms and positions in Å:
1 C -2.234 0.186 -0.013
2 C -1.298 1.234 -0.028
3 C -1.536 -0.999 0.053
4 C -0.059 0.646 0.016
5 C 2.166 0.171 -0.175
6 N -0.211 -0.722 0.060
7 N 1.256 1.083 0.247
8 N 0.871 -1.545 0.210
9 H -3.301 0.287 -0.051
10 H -1.496 2.284 -0.090
11 H -1.886 -2.013 0.081
12 H 2.191 -0.037 -1.232
13 H 3.077 0.046 0.385
14 H 1.399 1.431 1.192
15 H 1.060 -2.052 -0.657

Largest force on an atom ... 0.045 hartree/bohr
LUMO energy ... 0.70 eV
Energy above the lowest of the compared OMol25 structures with the same formula, charge and spin ... 91.9 kcal/mol
E_tot ... -358.8719 Ha
Kohn-Sham gap ... 8.45 eV

Per-atom Löwdin charges, elementary charge units: -0.108 -0.051 -0.093 -0.298 0.034 -0.198 0.016 0.041 0.087 0.093 0.108 0.090 0.090 0.146 0.045